No. 1
Formula: C43H64Br58FN2O4PS
Source: OMol25
Level of theory: wB97M-V/def2-TZVPD

- HOMO: -7.858 eV
- LUMO energy: -0.60 eV
- Kohn-Sham gap: 7.3 eV
- E: -152219.09902 a.u.

Structure (ORCA input):
```
! wB97M-V def2-TZVPD RIJCOSX def2/J DEFGRID3
* xyz 0 1
C 3.1750 3.8780 1.0992
C 2.3669 2.4906 1.4007
Br 2.3988 2.2940 3.4075
C 0.8917 2.7098 0.8154
C 0.0123 1.3748 0.6995
N -0.1729 0.7384 2.0425
C 0.5868 0.3179 -0.4094
C 0.7474 -1.1789 0.2159
C 2.0615 -1.3117 1.1481
C 3.4419 -1.2675 0.3315
C 4.4925 -2.4422 0.7344
C 5.3618 -2.7821 -0.6009
C 6.4758 -3.9269 -0.3104
C 6.5140 -5.0958 -1.4042
C 5.0605 -5.8118 -1.6207
C 5.1959 -7.3760 -1.9516
C 3.8350 -8.0643 -2.5611
C 2.5519 -7.1672 -2.2103
C 1.1456 -7.9084 -2.6006
N 0.1533 -7.4899 -1.5357
C -0.0294 -6.0546 -1.3082
C -1.0587 -5.9826 -0.1509
C -1.3854 -7.4732 0.2064
C -0.5711 -8.4408 -0.7266
O -0.4177 0.2654 -1.4609
C 0.1353 0.4651 -2.7771
S 0.8835 2.1895 -3.0028
C 1.1139 -0.7168 -3.2862
C 2.6752 -0.3520 -3.2661
F 3.3897 -1.6350 -3.3044
P -1.7481 1.9700 0.1933
O -2.1891 2.9032 1.3583
O -1.7117 2.9649 -1.2030
O -2.8950 0.7107 0.1381
H 4.3063 3.7398 1.0939
H 2.8998 4.5776 1.9706
H 2.7722 4.3513 0.1284
H 2.8848 1.6299 0.8612
H 0.9805 3.2323 -0.2064
H 0.3493 3.4222 1.5433
H -0.2486 1.4553 2.7772
H -1.0380 0.1799 2.0646
H 1.6328 0.6161 -0.7519
H -0.2014 -1.5124 0.7868
H 0.8804 -1.9680 -0.6178
H 2.0868 -0.4795 1.9449
H 1.9459 -2.3054 1.7319
H 3.2404 -1.3700 -0.7871
H 3.9867 -0.2817 0.6025
H 5.2136 -2.0479 1.5310
H 3.9102 -3.3717 1.0511
H 4.6820 -3.0570 -1.4768
H 5.8846 -1.7923 -0.9006
H 7.4827 -3.3564 -0.2630
H 6.3052 -4.3220 0.7607
H 7.3068 -5.8703 -1.1269
H 6.7800 -4.5833 -2.4083
H 4.5064 -5.6706 -0.6193
H 4.5402 -5.1951 -2.4419
H 5.9945 -7.4911 -2.7683
H 5.4937 -7.9047 -0.9677
H 3.7114 -9.0415 -1.9517
H 3.9466 -8.3066 -3.6770
H 2.5194 -6.1602 -2.7747
H 2.5603 -7.0166 -1.0657
H 0.7933 -7.5287 -3.6300
H 1.2381 -9.0447 -2.5877
H 0.5117 -5.2409 -1.8874
H -1.4266 -5.0140 0.3155
H -2.1021 -7.7687 1.0389
H -0.5401 -9.5750 -0.7426
H -0.7640 0.4515 -3.5043
H 1.7707 2.1324 -4.0881
H 0.8986 -1.7301 -2.7731
H 0.8422 -0.8945 -4.3978
H 2.9445 0.1548 -4.2672
H 3.0196 0.2571 -2.3680
H -1.8401 2.3495 -1.9665
H -2.3704 -0.1236 0.1480
C 5.1060 7.0693 3.8804
Br 3.9539 8.5068 3.2729
Br 4.1025 5.4527 4.2567
Br 6.5625 6.7400 2.6425
H 5.5525 7.3938 4.8190
C -5.8652 3.5956 -0.7176
Br -4.9630 2.7721 -2.2240
Br -7.4765 4.5289 -1.2646
Br -6.2160 2.3181 0.6977
H -5.1864 4.3439 -0.3102
C -4.3199 -3.9908 2.6482
Br -3.3918 -2.2901 2.6668
Br -6.0988 -3.8327 1.8920
Br -3.2726 -5.3576 1.7562
H -4.4406 -4.3024 3.6848
C -3.3702 -0.1523 6.6737
Br -4.6616 -1.6014 6.6995
Br -1.5658 -0.7883 6.9955
Br -3.4855 0.8871 5.0412
H -3.6237 0.5158 7.4963
C -7.5585 8.4701 -1.4147
Br -7.2183 9.6321 -2.9300
Br -6.5016 8.9730 0.1316
Br -9.4492 8.3706 -0.9920
H -7.2431 7.4685 -1.7040
C -4.9372 -0.9233 -4.6677
Br -4.6010 0.2404 -6.1832
Br -3.8784 -0.4189 -3.1227
Br -6.8260 -1.0261 -4.2434
H -4.6208 -1.9239 -4.9582
C 4.5981 0.0655 6.0597
Br 3.2601 1.0493 7.0613
Br 3.8741 -0.6151 4.3966
Br 6.2052 1.1137 5.7738
H 4.8822 -0.7950 6.6633
C 1.5907 5.4997 7.5528
Br 0.6959 3.7899 7.7473
Br 0.3825 6.8742 6.9110
Br 2.4895 6.0341 9.1867
H 2.3606 5.3719 6.7929
C 2.7539 6.3019 -3.6502
Br 2.4886 7.5700 -2.2067
Br 3.6826 4.7092 -3.0493
Br 1.0887 5.8692 -4.5452
H 3.3947 6.7863 -4.3858
C -9.3344 -1.2103 -8.0978
Br -10.0693 -2.5722 -6.9282
Br -8.9578 0.4336 -7.1408
Br -7.7804 -1.8524 -9.0650
H -10.0983 -0.9802 -8.8386
C -8.9741 11.8199 1.7161
Br -8.6357 12.9837 0.2018
Br -7.9205 12.3263 3.2639
Br -10.8652 11.7129 2.1341
H -8.6546 10.8195 1.4264
C -6.5879 2.6800 7.2276
Br -8.0320 3.5011 8.2291
Br -7.2165 1.8976 5.5666
Br -5.1199 3.9145 6.9367
H -6.2013 1.8652 7.8373
C 0.1461 -9.0723 -6.8817
Br 1.4421 -7.7084 -6.4088
Br -1.1199 -9.4043 -5.4474
Br -0.7514 -8.6619 -8.5510
H 0.7002 -9.9966 -7.0371
C -6.8224 -1.3929 10.7440
Br -8.1040 -2.8482 10.7629
Br -5.0145 -2.0189 11.0634
Br -6.9445 -0.3478 9.1145
H -7.0806 -0.7299 11.5682
C 7.2401 -4.6781 -5.6810
Br 5.9234 -3.7204 -4.6275
Br 6.4803 -5.3733 -7.3248
Br 8.8178 -3.6004 -6.0144
H 7.5588 -5.5354 -5.0897
C -1.6377 -12.7010 -0.6186
Br -1.4275 -11.4893 -2.1193
Br -0.6973 -12.0669 0.9550
Br -3.5050 -13.0669 -0.2447
H -1.1789 -13.6459 -0.9052
C 0.0656 9.9125 -4.7420
Br -1.2337 10.9065 -3.7004
Br -0.6939 9.2496 -6.3992
Br 1.6817 10.9401 -5.0501
H 0.3493 9.0422 -4.1511
C -0.6940 11.0291 7.6000
Br -1.8898 10.1763 6.3321
Br -1.1448 12.8960 7.8717
Br -0.6066 10.0573 9.2766
H 0.3035 11.0026 7.1642
C 6.7026 2.8164 -5.5338
Br 5.5466 4.2472 -6.1496
Br 5.7009 1.2071 -5.1197
Br 8.1443 2.4668 -6.7826
H 7.1603 3.1541 -4.6052
*
```

---

No. 2
Formula: C25H16BaF3I2O2S3Sb2
Source: OMol25
Level of theory: wB97M-V/def2-TZVPD

- HOMO (spin up / spin down): -1.952 / -2.670 eV
- LUMO energy (spin up / spin down): 3.11 / 3.11 eV
- ΔE to the lowest compared entry with this formula, charge and spin: 140.0 kJ/mol
- <S²>: 0.76
- Kohn-Sham gap (spin up / spin down): 5.1 / 5.8 eV
- E: -3708.55255 a.u.

Structure (ORCA input):
```
! wB97M-V def2-TZVPD RIJCOSX def2/J DEFGRID3
* xyz -2 2
Ba 0.8885 0.6070 -0.6044
S -2.5408 2.0252 -3.8576
Sb -2.0438 2.0255 -1.6305
S -1.8125 -0.2023 -0.8567
S -0.1068 3.2561 -1.1351
F -1.6865 -9.7067 -0.0585
C -1.6341 -8.3494 0.0379
C -2.7949 -7.6271 -0.1176
C -2.7327 -6.2396 -0.0086
C -1.5330 -5.5799 0.2483
C -0.3820 -6.3638 0.3838
C -0.4180 -7.7486 0.2885
Sb -1.3034 -3.4262 0.3459
C -3.4311 -3.1545 0.5332
C -4.1576 -2.8177 -0.6092
C -5.5341 -2.6369 -0.5703
C -6.1745 -2.7822 0.6410
F -7.5225 -2.6004 0.6950
C -5.5022 -3.0935 1.8023
C -4.1238 -3.2747 1.7344
C -0.8736 -3.4313 2.4365
C -1.2341 -4.4517 3.3155
C -0.8810 -4.4101 4.6589
C -0.1499 -3.3281 5.1041
F 0.2053 -3.2840 6.4167
C 0.2439 -2.3014 4.2756
C -0.1208 -2.3677 2.9366
H -3.7266 -8.1409 -0.3157
H -3.6499 -5.6733 -0.1174
H 0.5764 -5.8902 0.5744
H 0.4724 -8.3532 0.3988
H -3.6488 -2.6632 -1.5535
H -6.0952 -2.3569 -1.4514
H -6.0450 -3.1837 2.7339
H -3.5946 -3.5108 2.6494
H -1.7994 -5.3043 2.9546
H -1.1549 -5.1976 5.3483
H 0.8383 -1.4842 4.6602
H 0.2222 -1.5843 2.2724
I 8.3629 5.1876 1.7767
C 6.6743 4.0903 1.2505
C 5.4427 4.4353 1.7881
C 4.3252 3.6870 1.4427
C 4.4338 2.6297 0.5515
C 5.6716 2.3069 0.0134
C 6.8045 3.0257 0.3695
C 3.2174 1.8282 0.1636
O 3.1755 1.4001 -1.0160
O 2.3427 1.6586 1.0551
H 5.3549 5.2700 2.4702
H 3.3551 3.9168 1.8640
H 5.7332 1.4843 -0.6872
H 7.7713 2.7640 -0.0383
I 2.7023 -2.0128 0.1998
*
```

---

No. 3
Formula: C6H10O
Source: OMol25
Level of theory: wB97M-V/def2-TZVPD

- SMILES: C[C@@]12CCO[C@H]1C2
- HOMO: -8.737 eV
- LUMO energy: 0.87 eV
- ΔE to the lowest compared entry with this formula, charge and spin: 785.0 kJ/mol
- Kohn-Sham gap: 9.6 eV
- E: -309.54336 a.u.

Structure (ORCA input):
```
! wB97M-V def2-TZVPD RIJCOSX def2/J DEFGRID3
* xyz 0 1
C 1.1955 -1.2900 0.4916
C -0.2017 -0.4889 0.5219
C 0.1944 0.9288 0.7247
C 0.5441 1.4930 -0.7014
O 0.0187 0.6559 -1.6431
C -0.8810 -0.1268 -0.7773
C -1.5435 -1.1679 -0.1183
H 1.6226 -1.6116 1.6550
H 2.0308 -0.4933 -0.0029
H 1.1636 -2.3169 -0.2292
H -0.9018 1.4571 0.9711
H 0.7423 0.9073 1.6195
H 1.6282 1.9458 -0.7300
H -0.2444 2.4875 -0.6843
H -1.3959 0.8417 -0.6955
H -2.5140 -0.9168 0.1046
H -1.4579 -2.3049 -0.5063
*
```